Record 1
Density functional theory data (wB97M-V/def2-TZVPD) for a 2-piece molecular cluster, C2H4BrClN3 overall at a distorted geometry.

```
! RIJCOSX wB97M-V def2-TZVPD def2/J DEFGRID3
* xyz 1 1
C -0.78 0.61 2.43
C 0.61 0.98 -1.17
N -1.07 -0.48 2.76
N -0.26 0.41 -0.47
N -1.44 -1.70 2.79
Cl -1.97 -2.45 1.29
Br -0.62 2.34 2.34
H 1.32 1.63 -0.66
H 0.73 0.91 -2.25
H -0.92 -0.18 -0.98
H -0.86 -2.32 3.36
*
```

Summary:
LUMO level	-5.41	eV
Kohn-Sham gap	8.44	eV
electronic energy	-89162.0101	eV
energy relative to the best compared isomer or geometry (same formula, charge and spin)	56.96	kcal/mol

Record 2
Density functional theory data (wB97M-V/def2-TZVPD) for C2H4BrClO as an isolated structure at a distorted geometry.

```
! RIJCOSX wB97M-V def2-TZVPD def2/J DEFGRID3
* xyz 0 1
C 0.58 -0.43 -0.77
C -0.48 0.72 0.32
O -0.23 0.43 1.60
Cl 1.24 -1.58 0.41
Br -2.31 0.40 -0.26
H -0.08 -0.93 -1.56
H 1.49 0.06 -1.27
H -0.14 1.82 0.05
H -0.08 -0.50 1.48
*
```

Summary:
LUMO level	0.86	eV
Kohn-Sham gap	10.95	eV
electronic energy	-86749.6927	eV
energy relative to the best compared isomer or geometry (same formula, charge and spin)	19.93	kcal/mol

Record 3
Density functional theory data (wB97M-V/def2-TZVPD) for one molecule with the formula C2H4BrN at a distorted geometry.

```
! RIJCOSX wB97M-V def2-TZVPD def2/J DEFGRID3
* xyz 0 1
H -1.61 -1.51 1.75
N -1.16 -1.33 0.83
C -0.18 -0.39 0.88
C 0.38 0.37 -0.25
Br 0.49 0.33 2.54
H 1.23 0.87 -0.02
H -0.27 1.24 -0.36
H 0.42 -0.22 -1.14
*
```

Summary:
structure (SMILES)	[H]/N=C(/C)Br
LUMO level	0.70	eV
Kohn-Sham gap	10.87	eV
electronic energy	-73670.5320	eV
energy relative to the best compared isomer or geometry (same formula, charge and spin)	10.62	kcal/mol